(1)
DFT (ωB97M-V/def2-TZVPD) results for an isolated molecule of C5H6N2O2 in a non-equilibrium geometry.

Structure (XYZ):
```
15
Properties=species:S:1:pos:R:3:mulliken_charge:R:1
C -0.351 1.773 0.059 -0.3634
N -0.801 0.998 0.916 -0.4676
C -1.475 -0.248 0.481 -0.6142
C -0.707 -1.264 -0.436 -0.4325
C 0.766 -1.270 0.004 0.4277
O 1.426 -2.250 0.245 -0.5314
N 1.433 -0.079 -0.011 -0.1250
C 2.490 0.457 -0.129 0.5190
O 3.427 1.118 -0.202 -0.4140
H 0.284 2.532 0.614 0.3355
H -0.496 1.885 -1.071 0.2743
H -2.419 -0.054 -0.098 0.3056
H -1.621 -0.579 1.416 0.4566
H -0.622 -0.850 -1.393 0.3135
H -1.333 -2.168 -0.394 0.3159
```

Calculated values
Spin multiplicity: 1
Electronic energy in a.u.: -454.04400
SMILES: C=NCCC(=O)N=C=O
E_LUMO in eV: 0.52
HOMO energy in Eh: -0.361
ΔE to the lowest compared entry with this formula, charge and spin in kcal per mole: 56.60



(2)
DFT (ωB97M-V/def2-TZVPD) results for an isolated molecule of C5H6N2O2 in a non-equilibrium geometry.

Structure (XYZ):
```
15
Properties=species:S:1:pos:R:3:mulliken_charge:R:1
O 0.491 0.691 2.051 -0.6894
C 0.331 0.397 0.853 0.5524
C 1.415 0.168 -0.120 -0.5246
N 1.628 -1.180 -0.598 -0.6344
C 1.007 -0.203 -1.494 0.4198
C -0.411 -0.388 -1.833 -0.8431
C -1.388 -0.141 -0.897 -0.2244
N -0.962 0.071 0.445 0.1612
O -2.009 0.434 1.304 -0.4517
H 2.216 0.849 -0.055 0.4781
H 2.652 -1.255 -0.667 0.2748
H 1.641 0.190 -2.297 0.4500
H -0.640 -0.563 -2.884 0.3288
H -2.532 -0.117 -1.071 0.3363
H -1.571 0.662 2.147 0.3664
```

Calculated values
Spin multiplicity: 1
Electronic energy in a.u.: -454.01302
SMILES: O=C1[C@H]2N[C@H]2C=CN1O
E_LUMO in eV: 0.65
HOMO energy in Eh: -0.313
ΔE to the lowest compared entry with this formula, charge and spin in kcal per mole: 76.04



(3)
DFT (ωB97M-V/def2-TZVPD) results for an isolated molecule of C5H6N2O2S in a non-equilibrium geometry.

Structure (XYZ):
```
16
Properties=species:S:1:pos:R:3:mulliken_charge:R:1
C -2.137 -0.200 1.921 -0.5381
O -1.157 -1.218 1.933 -0.2791
S 0.344 -0.839 1.437 -0.0536
C -0.025 -1.031 -0.662 0.6653
O -1.063 -1.477 -1.002 -0.4486
N 1.039 -0.570 -1.350 0.0938
C 2.160 0.086 -0.868 -0.1525
C 2.924 0.368 -1.950 -0.5543
N 2.321 -0.099 -3.093 -0.5817
C 1.217 -0.642 -2.727 -0.0217
H -3.097 -0.703 1.810 0.2216
H -1.996 0.490 1.085 0.2742
H -2.122 0.364 2.859 0.2720
H 2.280 0.279 0.178 0.3292
H 3.866 0.877 -1.998 0.3970
H 0.505 -1.118 -3.371 0.3766
```

Calculated values
Spin multiplicity: 1
Electronic energy in a.u.: -852.25202
SMILES: COSC(=O)n1ccnc1
E_LUMO in eV: 0.32
HOMO energy in Eh: -0.344
ΔE to the lowest compared entry with this formula, charge and spin in kcal per mole: 63.18



(4)
DFT (ωB97M-V/def2-TZVPD) results for an isolated molecule of C5H6N2O3 in a non-equilibrium geometry.

Structure (XYZ):
```
16
Properties=species:S:1:pos:R:3:mulliken_charge:R:1
O -0.585 -0.021 3.224 -0.6356
C -0.410 0.155 2.005 0.2877
N -1.114 1.246 1.278 -0.5592
C -0.980 1.180 -0.007 -0.3528
C -0.164 0.378 -0.798 0.5520
C -0.030 0.585 -2.300 -0.6957
O 0.687 -0.393 -2.920 -0.4820
C 0.510 -0.582 -0.111 0.2734
O 1.273 -1.564 -0.582 -0.5933
N 0.346 -0.690 1.303 -0.0792
H -1.463 2.098 -0.439 0.3800
H 0.204 1.577 -2.442 0.5101
H -1.076 0.737 -2.647 0.3776
H 1.166 0.085 -3.398 0.2414
H 1.272 -1.310 -1.466 0.4855
H 0.715 -1.555 1.821 0.2900
```

Calculated values
Spin multiplicity: 1
Electronic energy in a.u.: -529.30648
SMILES: O=c1ncc(CO)c(O)[nH]1
E_LUMO in eV: 0.16
HOMO energy in Eh: -0.324
ΔE to the lowest compared entry with this formula, charge and spin in kcal per mole: 40.34



(5)
DFT (ωB97M-V/def2-TZVPD) results for a cluster of 2 separate species, C5H6N2O3 in total in a non-equilibrium geometry.

Structure (XYZ):
```
16
Properties=species:S:1:pos:R:3:mulliken_charge:R:1
C -3.424 -0.283 0.527 -0.6452
O -2.037 0.066 0.625 -0.3513
C -1.721 1.341 0.509 0.7010
N -2.593 2.313 0.454 -0.4262
O -1.852 3.459 0.253 -0.1929
C -0.574 3.160 0.106 -0.4217
C -0.383 1.819 0.292 0.4611
C 0.835 1.072 0.348 0.1918
N 1.902 0.755 0.742 -0.6108
H -3.984 0.173 1.353 0.2939
H -3.829 0.056 -0.434 0.3147
H -3.462 -1.374 0.596 0.2255
H 0.111 3.987 -0.058 0.4820
O 1.995 -0.117 -1.850 -0.7083
H 2.587 0.099 -0.980 0.3832
H 1.679 0.697 -2.264 0.3032
```

Calculated values
Spin multiplicity: 1
Electronic energy in a.u.: -529.25777
SMILES: COc1nocc1C#N.O
E_LUMO in eV: 0.29
HOMO energy in Eh: -0.376
ΔE to the lowest compared entry with this formula, charge and spin in kcal per mole: 70.90



(6)
DFT (ωB97M-V/def2-TZVPD) results for an isolated molecule of C5H6N2O5S in a non-equilibrium geometry.

Structure (XYZ):
```
19
Properties=species:S:1:pos:R:3:mulliken_charge:R:1
C -2.807 -0.299 -0.249 -0.9071
S -1.348 0.689 0.010 1.1517
O -1.058 1.419 -1.211 -0.7343
O -1.292 1.524 1.178 -0.6491
N -0.144 -0.456 0.149 0.0509
C 1.397 -0.171 0.201 0.2971
C 2.220 0.886 -0.276 0.0103
N 1.609 1.876 -1.003 -0.2612
O 3.413 0.913 -0.006 -0.6282
C 1.824 -1.279 0.789 0.1590
O 0.878 -2.179 1.096 -0.3045
C -0.291 -1.662 0.804 0.5016
O -1.335 -2.231 1.110 -0.6211
H -3.700 0.121 -0.703 0.3798
H -2.314 -0.891 -0.995 0.3383
H -2.914 -1.050 0.605 0.3700
H 0.739 1.828 -1.350 0.2640
H 2.226 2.658 -1.155 0.2137
H 2.897 -1.698 1.005 0.3689
```

Calculated values
Spin multiplicity: 1
Electronic energy in a.u.: -1077.99053
SMILES: CS(=O)(=O)n1c(C(N)=O)coc1=O
E_LUMO in eV: 0.13
HOMO energy in Eh: -0.374
ΔE to the lowest compared entry with this formula, charge and spin in kcal per mole: 0.00



(7)
DFT (ωB97M-V/def2-TZVPD) results for an isolated molecule of C5H6N2OS in a non-equilibrium geometry.

Structure (XYZ):
```
15
Properties=species:S:1:pos:R:3:mulliken_charge:R:1
C 1.542 -1.227 0.224 -0.4560
C 0.743 -1.386 1.336 -0.0236
C -0.930 1.131 -0.292 -0.9899
C 1.240 0.048 -0.288 -0.3632
C 0.242 0.706 0.626 0.2323
N -1.655 -1.083 -0.731 -0.7301
N -1.563 0.023 -1.101 0.5413
O 0.001 -0.370 1.563 -0.2835
S -2.032 0.793 -2.556 -0.4494
H 2.201 -1.983 -0.083 0.4522
H 0.480 -2.294 1.943 0.3842
H -1.776 1.577 0.250 0.4024
H -0.652 1.885 -0.971 0.5093
H 1.532 0.592 -1.175 0.4343
H 0.627 1.588 1.257 0.3399
```

Calculated values
Spin multiplicity: 1
Electronic energy in a.u.: -776.82870
E_LUMO (alpha / beta) in eV: -2.21 / -2.52
HOMO energy (alpha / beta) in Eh: -0.257 / -0.242
ΔE to the lowest compared entry with this formula, charge and spin in kcal per mole: 150.18



(8)
DFT (ωB97M-V/def2-TZVPD) results for an isolated molecule of C5H6N2OS in a non-equilibrium geometry.

Structure (XYZ):
```
15
Properties=species:S:1:pos:R:3:mulliken_charge:R:1
C -3.533 1.195 -0.418 -0.5636
S -2.104 0.402 0.256 0.6874
O -2.511 -0.379 1.453 -0.6365
C 0.007 0.019 0.438 -0.3573
N 0.179 -1.082 1.235 -0.0991
C 1.456 -1.543 0.913 -0.2837
N 2.007 -0.724 0.072 -0.5342
C 1.163 0.233 -0.333 1.0903
C 1.530 1.091 -1.494 -1.2499
H -4.255 0.663 0.233 0.2250
H -0.699 -1.527 1.613 0.3012
H 2.080 -2.354 1.294 0.3958
H 2.528 1.008 -1.746 0.3602
H 0.874 0.832 -2.212 0.3450
H 1.278 2.165 -1.302 0.3194
```

Calculated values
Spin multiplicity: 1
Electronic energy in a.u.: -776.79870
SMILES: C#S(=O)c1[nH]cnc1C
E_LUMO in eV: -1.97
HOMO energy in Eh: -0.336
ΔE to the lowest compared entry with this formula, charge and spin in kcal per mole: 169.01



(9)
DFT (ωB97M-V/def2-TZVPD) results for a cluster of 2 separate species, C5H6N3O in total in a non-equilibrium geometry.

Structure (XYZ):
```
15
Properties=species:S:1:pos:R:3:mulliken_charge:R:1
C 1.096 -2.936 0.097 0.4556
C -0.863 -1.657 -0.254 0.5768
C 2.095 0.706 0.561 0.7427
C 3.144 1.468 0.480 -0.8809
C -2.909 -0.134 -0.702 -0.5931
N 2.175 -3.311 -0.150 -0.1673
N -1.807 -1.007 -0.452 0.0093
N -0.111 -2.638 -0.018 -0.4631
O 1.265 -0.140 0.440 -0.4549
H 3.110 -3.589 0.181 0.3408
H 3.089 2.425 0.062 0.2756
H 4.128 1.089 0.478 0.2742
H -3.036 0.487 0.291 0.2891
H -3.925 -0.723 -0.835 0.2742
H -2.537 0.298 -1.602 0.3208
```

Calculated values
Spin multiplicity: 1
Electronic energy in a.u.: -433.25699
Total charge: +1
E_LUMO in eV: -3.84
HOMO energy in Eh: -0.469
ΔE to the lowest compared entry with this formula, charge and spin in kcal per mole: 53.97



(10)
DFT (ωB97M-V/def2-TZVPD) results for the ion C5H6N3S2 with charge +1 in a non-equilibrium geometry.

Structure (XYZ):
```
16
Properties=species:S:1:pos:R:3:mulliken_charge:R:1
N -1.942 -1.232 -0.209 -0.3364
C -0.642 -1.147 0.057 0.7498
N 0.102 -2.178 -0.104 -0.3034
S 1.854 -2.376 0.337 0.0114
C 2.178 -0.637 0.161 0.4722
S 3.782 -0.073 -0.231 -0.0759
C 3.250 1.548 0.029 -0.2694
C 1.898 1.585 0.145 -0.5686
C 1.277 0.352 0.255 0.0848
N -0.050 0.061 0.494 -0.2217
H -2.458 -0.389 0.044 0.1737
H -2.400 -1.960 -0.583 0.1603
H -0.490 -3.047 -0.230 0.2715
H 3.930 2.476 -0.230 0.3470
H 1.406 2.603 0.246 0.2572
H -0.848 0.717 0.624 0.2475
```

Calculated values
Spin multiplicity: 1
Electronic energy in a.u.: -1154.49513
Total charge: +1
SMILES: [NH2+]=C1NSc2sccc2N1
E_LUMO in eV: -3.79
HOMO energy in Eh: -0.442
ΔE to the lowest compared entry with this formula, charge and spin in kcal per mole: 0.00



(11)
DFT (ωB97M-V/def2-TZVPD) results for an isolated molecule of C5H6N4 in a non-equilibrium geometry.

Structure (XYZ):
```
15
Properties=species:S:1:pos:R:3:mulliken_charge:R:1
C -0.645 2.266 -1.010 -0.2312
N -1.519 1.364 -0.875 -0.4246
C -1.381 0.149 -0.392 0.5420
C -2.239 -0.827 -0.192 -0.6480
N 0.291 -0.344 0.120 0.9713
N 0.421 -1.499 0.711 -0.8476
C 1.704 -1.558 1.052 -0.3317
C 2.311 -0.372 0.633 -0.2830
N 1.379 0.378 0.049 -0.8157
H -0.963 3.208 -1.435 0.2701
H 0.397 2.142 -0.729 0.3518
H -1.916 -1.762 0.227 0.3388
H -3.279 -0.692 -0.441 0.3002
H 2.114 -2.408 1.558 0.4032
H 3.325 -0.045 0.723 0.4043
```

Calculated values
Spin multiplicity: 1
Electronic energy in a.u.: -413.03731
SMILES: C=NC(=C)n1nccn1
E_LUMO in eV: -0.03
HOMO energy in Eh: -0.346
ΔE to the lowest compared entry with this formula, charge and spin in kcal per mole: 54.18



(12)
DFT (ωB97M-V/def2-TZVPD) results for the ion C5H6N4 with charge +2 in a non-equilibrium geometry.

Structure (XYZ):
```
15
Properties=species:S:1:pos:R:3:mulliken_charge:R:1
C 1.449 -1.716 0.783 0.2378
N 0.394 -1.741 1.537 -0.0152
C -0.655 -0.833 1.459 0.0389
C -0.511 0.339 0.801 -0.7220
C -1.083 1.362 -0.157 0.1778
N -0.334 1.398 -1.246 -0.1137
C 0.589 0.527 -1.785 0.1399
N 1.312 -0.427 -1.288 -0.1575
N 1.520 -0.923 -0.141 0.1422
H 0.286 -2.492 2.139 0.2432
H -1.590 -1.018 1.815 0.4865
H 0.572 0.750 0.687 0.3808
H -1.981 1.867 0.160 0.4569
H -0.708 2.175 -1.826 0.3468
H 0.739 0.731 -2.937 0.3576
```

Calculated values
Spin multiplicity: 1
Electronic energy in a.u.: -412.21708
Total charge: +2
SMILES: c1[nH]ccc[nH+]cn[n+]#1
E_LUMO in eV: -11.11
HOMO energy in Eh: -0.711
ΔE to the lowest compared entry with this formula, charge and spin in kcal per mole: 98.72



(13)
DFT (ωB97M-V/def2-TZVPD) results for an isolated molecule of C5H6N4O in a non-equilibrium geometry.

Structure (XYZ):
```
16
Properties=species:S:1:pos:R:3:mulliken_charge:R:1
C -0.717 1.746 0.425 -0.2078
C -2.303 0.264 -0.017 0.4931
C -2.947 1.545 -0.257 -0.7042
C -2.524 -1.129 -0.059 0.1544
C 1.003 -0.820 -0.193 -0.7173
N -0.924 0.432 0.354 0.1792
N -1.815 2.348 -0.024 0.0086
N -1.305 -1.746 0.312 -0.0753
N -0.193 -0.869 0.616 -0.3913
O -3.527 -1.746 -0.181 -0.5754
H 0.121 2.126 0.798 0.5386
H 0.997 -1.847 -0.628 0.2738
H 1.084 -0.069 -0.887 0.3427
H 1.974 -0.815 0.303 0.2932
H -1.701 3.323 -0.127 0.1345
H -0.876 -2.653 0.208 0.2532
```

Calculated values
Spin multiplicity: 1
Electronic energy in a.u.: -488.20448
E_LUMO in eV: 0.46
HOMO energy in Eh: -0.318
ΔE to the lowest compared entry with this formula, charge and spin in kcal per mole: 138.29



(14)
DFT (ωB97M-V/def2-TZVPD) results for an isolated molecule of C5H6N4O2 in a non-equilibrium geometry.

Structure (XYZ):
```
17
Properties=species:S:1:pos:R:3:mulliken_charge:R:1
O -1.543 0.461 -0.993 -0.5728
C -0.972 0.135 0.200 0.6199
O -1.758 -0.904 0.756 -0.5789
C -1.101 1.312 1.201 -0.8820
N 0.245 1.466 1.688 -0.4394
N 1.068 0.714 1.224 -0.0503
C 0.601 -0.214 0.102 1.0767
C 1.377 -0.050 -1.159 -0.3728
C 2.171 -1.136 -1.294 -0.5451
N 1.823 -2.076 -0.345 -0.3421
N 0.992 -1.690 0.466 -0.3303
H -2.365 0.875 -0.728 0.3679
H -1.696 -1.627 0.122 0.3701
H -1.241 2.153 0.624 0.4148
H -1.776 1.118 1.923 0.4450
H 1.251 0.867 -1.753 0.3529
H 2.926 -1.403 -2.036 0.4664
```

Calculated values
Spin multiplicity: 1
Electronic energy in a.u.: -563.49241
SMILES: OC1(O)CN=N[C@]12C=CN=N2
E_LUMO in eV: -0.51
HOMO energy in Eh: -0.342
ΔE to the lowest compared entry with this formula, charge and spin in kcal per mole: 106.24



(15)
DFT (ωB97M-V/def2-TZVPD) results for an isolated molecule of C5H6N6 in a non-equilibrium geometry.

Structure (XYZ):
```
17
Properties=species:S:1:pos:R:3:mulliken_charge:R:1
N -1.341 -1.071 -2.603 -0.7658
N -0.067 -0.880 -2.097 -0.0086
C 0.152 -0.376 -0.875 0.6667
C 1.532 -0.365 -0.387 -0.2747
C 1.873 0.211 0.803 -0.5950
C 0.769 0.675 1.605 0.5730
N 0.675 1.187 2.822 -0.5223
N -0.645 1.443 3.073 -0.5307
C -1.343 1.048 2.007 0.0786
N -0.502 0.585 1.048 0.7162
N -0.838 0.060 -0.169 -1.1793
H -1.797 -0.154 -2.788 0.2818
H -1.912 -1.525 -1.899 0.2879
H 0.648 -1.374 -2.600 0.2107
H 2.315 -0.820 -1.021 0.2533
H 2.884 0.201 1.239 0.3817
H -2.403 1.155 1.843 0.4265
```

Calculated values
Spin multiplicity: 1
Electronic energy in a.u.: -522.60497
SMILES: NNc1ccc2nncn2n1
E_LUMO in eV: 0.13
HOMO energy in Eh: -0.333
ΔE to the lowest compared entry with this formula, charge and spin in kcal per mole: 68.41



(16)
DFT (ωB97M-V/def2-TZVPD) results for the ion C5H6N7 with charge +1 in a non-equilibrium geometry.

Structure (XYZ):
```
18
Properties=species:S:1:pos:R:3:mulliken_charge:R:1
C 0.706 -0.485 1.450 -0.2933
C 0.315 0.780 1.203 -0.5146
N 0.674 1.227 -0.091 -0.1417
C -0.064 1.520 -1.322 -0.1431
C -1.276 0.515 -1.241 0.0665
N -1.168 -0.742 -1.115 -0.2662
N -0.302 -1.729 -1.163 0.2274
N 0.786 -1.958 -0.547 -0.3637
C 1.508 -0.992 0.183 0.1267
N 1.626 0.306 -0.471 0.3662
N 1.792 0.428 -1.817 -0.4271
N 0.951 1.193 -2.303 -0.1787
H 0.666 -1.205 2.188 0.4998
H -0.226 1.254 1.969 0.4009
H -0.320 2.477 -1.309 0.5769
H -2.232 1.149 -1.069 0.3079
H -0.539 -2.615 -1.614 0.3569
H 2.368 -1.577 0.466 0.3992
```

Calculated values
Spin multiplicity: 1
Electronic energy in a.u.: -576.87668
Total charge: +1
SMILES: C1=CN2[C@@H]3/C=N\[NH+]=N/[C@H]1N2N=N3
E_LUMO (alpha / beta) in eV: -6.15 / -6.15
HOMO energy (alpha / beta) in Eh: -0.484 / -0.484
ΔE to the lowest compared entry with this formula, charge and spin in kcal per mole: 0.00



(17)
DFT (ωB97M-V/def2-TZVPD) results for the ion C5H6NO with charge +1 in a non-equilibrium geometry.

Structure (XYZ):
```
13
Properties=species:S:1:pos:R:3:mulliken_charge:R:1
C 1.200 -0.866 -1.252 0.6996
C 1.729 -1.766 -0.582 -0.1121
C 0.297 0.230 -1.397 -0.5536
C -0.343 -0.298 0.963 -0.7927
C 2.260 -2.778 0.052 0.2945
N 0.088 0.635 -0.037 -0.2019
O 2.721 -3.661 0.589 -0.1369
H 0.680 1.045 -2.016 0.3771
H -0.632 -0.131 -1.865 0.2763
H -1.101 -0.961 0.554 0.3492
H 0.477 -0.908 1.373 0.2289
H -0.768 0.268 1.793 0.3106
H 0.735 1.332 0.313 0.2609
```

Calculated values
Spin multiplicity: 1
Electronic energy in a.u.: -323.72528
Total charge: +1
E_LUMO (alpha / beta) in eV: -6.37 / -6.37
HOMO energy (alpha / beta) in Eh: -0.517 / -0.517
ΔE to the lowest compared entry with this formula, charge and spin in kcal per mole: 90.80